# 1
45
Properties=species:S:1:pos:R:3:forces:R:3 method="wB97M-V/def2-TZVPD" e_homo_ev=-6.06 charge=-1
N 2.661 3.497 1.435 -0.210 -0.361 -0.516
B 1.425 2.812 1.483 -0.186 0.066 0.289
O 0.315 3.507 1.915 0.052 0.265 -0.566
C 1.383 1.245 1.103 0.349 -0.235 0.586
C 1.823 0.961 -0.359 0.063 0.171 -0.055
C 1.798 2.200 -1.231 0.356 -0.300 0.007
O 0.846 2.899 -1.406 -0.119 0.285 0.148
O 3.023 2.550 -1.767 -0.285 0.009 -0.264
O 2.456 0.632 1.929 -0.197 -0.020 -0.375
C 2.174 -0.699 2.014 -0.020 0.079 -0.153
O 2.940 -1.515 2.415 0.066 -0.082 0.077
O 0.924 -0.933 1.576 -0.008 0.138 0.183
C 0.221 0.349 1.614 0.000 0.123 0.017
C -1.121 0.225 0.869 0.167 -0.077 0.012
C -1.319 0.829 -0.523 -0.310 0.081 0.093
S -0.859 -0.085 -2.035 0.091 0.050 0.069
C -1.478 -1.691 -1.753 -0.193 -0.200 -0.165
N -1.450 -2.465 -0.721 -0.012 0.168 -0.057
N -2.037 -3.664 -1.128 -0.048 0.044 -0.206
C -2.334 -3.507 -2.373 -0.055 -0.315 0.204
O -2.032 -2.286 -2.835 0.078 0.228 0.113
C -0.100 0.660 3.099 0.089 0.003 0.079
B -0.788 -0.517 3.924 -0.229 -0.015 -0.123
O -2.095 -0.335 4.382 0.342 0.046 -0.057
O -0.149 -1.709 4.168 -0.297 0.225 0.461
H 2.638 4.452 1.110 0.086 0.099 0.367
H 3.463 2.996 1.082 0.066 0.088 0.118
H -0.507 3.220 1.505 -0.014 -0.146 0.214
H 1.199 0.184 -0.809 0.112 0.135 -0.040
H 2.850 0.595 -0.333 -0.118 -0.006 0.056
H 3.238 1.956 -2.499 0.140 -0.073 0.144
H -1.380 -0.837 0.867 0.010 0.052 -0.017
H -1.860 0.718 1.509 0.019 -0.055 -0.114
H -2.377 1.078 -0.636 0.089 -0.087 0.059
H -0.771 1.771 -0.620 -0.113 -0.178 -0.147
H -2.750 -4.216 -3.074 0.076 0.127 0.055
H 0.827 0.914 3.631 0.015 -0.040 -0.086
H -0.729 1.550 3.149 0.063 -0.070 -0.051
H -2.143 0.073 5.250 -0.199 -0.103 -0.019
H 0.545 -1.708 4.831 0.253 -0.115 -0.333
O -1.980 -4.234 -5.245 0.003 -0.013 -0.011
Cl -1.693 -3.138 -6.158 0.042 0.040 -0.003
O -2.923 -2.446 -6.464 0.010 0.007 0.016
O -1.109 -3.663 -7.367 -0.036 -0.038 0.009
O -0.764 -2.228 -5.527 0.013 0.001 -0.016

# 2
11
Properties=species:S:1:pos:R:3:forces:R:3 method="wB97M-V/def2-TZVPD" multiplicity=2 e_homo_ev="-7.28 / -8.09" s_squared=0.7540 de_lowest_kj_mol=11.5
C 0.204 -0.924 0.493 -0.126 2.143 -0.550
C 0.587 -1.351 -0.871 -0.090 -0.449 0.217
F 1.336 -0.794 1.282 -0.556 -0.286 -0.013
H -0.521 -1.582 0.994 0.272 0.099 -0.008
H -0.219 -1.581 -1.568 0.397 0.141 0.129
H 1.635 -1.533 -1.107 -0.481 0.166 0.019
O 1.103 1.222 -0.849 -0.275 0.461 1.145
C 0.106 1.480 -0.158 0.139 -0.670 -2.853
O -0.635 2.483 -0.144 -0.328 0.402 1.101
O -0.505 0.381 0.492 0.142 -1.895 1.301
Rb -3.092 2.200 1.436 0.906 -0.112 -0.487

# 3
98
Properties=species:S:1:pos:R:3:forces:R:3 method="wB97M-V/def2-TZVPD" e_homo_ev=-4.44 charge=-1 de_lowest_kj_mol=0.0
C 6.120 -7.429 -1.424 0.596 0.415 0.059
C 6.575 -6.041 -0.920 -0.529 -0.791 0.683
C 5.390 -5.117 -0.556 1.001 0.716 -0.330
C 5.245 -3.924 -1.546 -0.942 -0.598 1.109
C 4.372 -2.825 -0.888 0.093 -0.901 -0.600
C 2.944 -3.380 -0.658 0.215 0.658 -0.415
C 1.784 -2.450 -1.129 0.590 -0.336 0.328
C 0.569 -2.949 -0.303 -0.130 0.552 -0.305
C -0.663 -2.045 -0.444 -0.452 -1.332 0.913
C -2.009 -2.739 -0.178 -0.300 0.958 -0.361
O -3.027 -2.150 -0.478 0.207 -0.599 0.104
N -2.093 -4.065 0.380 0.170 0.461 0.038
C -2.204 -5.080 -0.606 -0.178 0.131 0.333
C -3.287 -5.122 -1.449 -0.544 0.751 0.270
C -3.354 -6.090 -2.416 -1.157 0.357 -0.608
C -2.370 -7.023 -2.561 0.344 -1.119 -0.810
C -1.297 -7.014 -1.708 0.429 -0.301 0.096
C -1.235 -6.046 -0.748 0.994 0.239 1.278
O 2.059 -1.110 -0.908 0.410 -0.650 0.283
B 1.834 -0.315 -2.146 -1.032 1.796 1.250
O 0.934 -1.212 -2.944 0.292 -1.197 0.070
C 1.426 -2.444 -2.679 -1.149 0.554 -0.412
S 0.356 -3.826 -3.278 -0.029 -0.369 -0.124
I 3.147 -2.593 -4.113 0.564 -0.435 -0.221
H 6.973 -7.945 -1.875 -0.198 -0.032 -0.156
H 5.807 -8.053 -0.583 -0.302 0.106 -0.122
H 5.315 -7.321 -2.154 0.036 -0.201 0.017
H 7.131 -6.230 0.006 0.262 0.130 -0.227
H 7.261 -5.590 -1.640 -0.149 0.151 0.039
H 5.561 -4.669 0.431 -0.013 -0.225 0.033
H 4.473 -5.706 -0.489 -0.017 0.110 -0.047
H 6.235 -3.558 -1.824 -0.094 -0.003 -0.118
H 4.692 -4.325 -2.397 0.442 0.349 -0.345
H 4.824 -2.578 0.078 -0.064 0.180 -0.082
H 4.346 -1.924 -1.500 -0.062 -0.012 0.104
H 2.842 -3.544 0.418 -0.265 0.015 -0.096
H 2.794 -4.361 -1.129 0.149 0.074 -0.076
H 0.406 -3.990 -0.586 -0.272 0.142 -0.083
H 0.845 -2.958 0.758 0.231 0.106 -0.141
H -0.586 -1.281 0.334 0.037 0.286 -0.364
H -0.771 -1.578 -1.422 0.183 0.104 0.103
H -1.351 -4.255 1.041 0.285 0.024 -0.328
H -4.064 -4.378 -1.326 -0.031 -0.037 -0.097
H -4.229 -6.085 -3.056 0.098 -0.145 -0.122
H -2.407 -7.775 -3.340 -0.174 0.055 -0.038
H -0.486 -7.726 -1.783 -0.076 -0.071 -0.111
H -0.397 -5.997 -0.056 0.086 -0.142 -0.157
H 1.171 0.656 -1.800 -0.232 0.112 -0.098
H 2.812 0.147 -2.688 0.280 -0.636 -0.287
H -0.854 -3.254 -3.466 0.377 0.383 0.337
C -1.627 2.376 -1.842 0.058 0.131 0.095
C -2.438 1.320 -1.107 0.132 0.063 -0.284
C -2.320 1.424 0.418 0.113 -0.157 -0.260
C -0.933 1.264 0.880 0.476 0.003 0.309
N 0.150 1.139 1.260 -0.685 0.175 -0.139
H -0.560 2.264 -1.651 -0.022 -0.217 -0.025
H -1.771 2.288 -2.918 -0.001 0.030 0.004
H -1.934 3.379 -1.540 -0.020 0.009 -0.055
H -2.115 0.332 -1.439 -0.076 -0.033 0.148
H -3.492 1.420 -1.378 -0.018 -0.037 0.107
H -2.932 0.654 0.892 0.038 -0.005 0.053
H -2.677 2.400 0.755 0.020 0.013 0.031
C -4.533 4.946 1.888 0.005 -0.001 -0.023
C -3.889 6.205 1.319 -0.107 -0.157 0.162
C -4.478 6.603 -0.039 0.240 -0.216 0.066
C -4.267 5.531 -1.021 -0.009 -0.323 -0.525
N -4.091 4.674 -1.774 -0.209 0.573 0.496
H -4.362 4.082 1.243 -0.060 0.030 -0.041
H -4.109 4.711 2.863 0.001 0.000 -0.004
H -5.611 5.075 2.008 0.002 -0.028 -0.013
H -2.814 6.046 1.223 -0.001 0.088 -0.036
H -4.027 7.027 2.021 0.046 0.058 -0.075
H -4.001 7.512 -0.405 -0.033 -0.006 -0.074
H -5.549 6.795 0.047 -0.012 -0.021 -0.039
C 3.764 5.336 -1.365 0.003 0.113 -0.001
C 2.271 5.204 -1.081 0.180 0.116 0.029
C 1.783 3.752 -1.124 0.161 0.237 -0.206
C 2.008 3.179 -2.456 -0.019 -0.506 -0.472
N 2.180 2.719 -3.500 -0.038 0.673 0.474
H 4.011 4.987 -2.369 -0.027 -0.081 0.027
H 4.075 6.380 -1.296 0.018 -0.017 0.031
H 4.351 4.759 -0.648 0.004 -0.015 -0.027
H 1.716 5.800 -1.809 -0.065 -0.046 0.026
H 2.057 5.620 -0.094 -0.076 -0.059 -0.001
H 0.718 3.706 -0.902 0.003 -0.090 0.033
H 2.306 3.150 -0.380 -0.048 -0.123 -0.060
C -1.915 4.992 7.387 -0.007 0.011 0.034
C -3.418 5.236 7.302 0.233 -0.040 0.172
C -3.962 5.106 5.875 0.124 0.206 0.149
C -3.326 6.088 4.987 0.172 0.341 -0.471
N -2.822 6.862 4.295 -0.295 -0.439 0.556
H -1.357 5.729 6.808 -0.027 -0.029 -0.051
H -1.576 5.065 8.421 -0.002 -0.034 -0.006
H -1.657 3.999 7.016 0.021 0.017 -0.005
H -3.641 6.232 7.690 -0.090 -0.011 -0.050
H -3.935 4.519 7.942 -0.091 0.011 -0.076
H -5.040 5.274 5.864 -0.004 -0.005 -0.096
H -3.773 4.105 5.483 0.013 0.014 -0.051

# 4
24
Properties=species:S:1:pos:R:3:forces:R:3 method="wB97M-V/def2-TZVPD" e_homo_ev=-10.17 smiles=CCCO.O.O.O.O de_lowest_kj_mol=202.5
C -1.301 -0.108 2.759 1.353 -1.376 -0.090
C -1.896 -0.177 1.278 -0.753 -0.203 0.637
C -1.836 1.248 0.699 -0.430 -0.392 0.778
O -2.208 1.125 -0.623 0.655 -2.743 -1.741
H -1.899 0.574 3.344 -0.513 0.062 0.170
H -1.138 -1.067 3.403 -0.761 1.366 -1.555
H -0.280 0.363 2.802 -0.803 -0.403 -0.561
H -2.962 -0.580 1.242 1.059 0.852 0.546
H -1.468 -0.841 0.483 0.679 0.475 1.200
H -0.876 1.707 0.951 0.218 -0.194 -0.665
H -2.594 1.908 1.027 -0.818 0.607 1.871
H -2.310 1.894 -1.130 0.013 1.840 -0.530
O -1.119 -2.069 -2.051 -1.190 1.411 -1.547
H -0.610 -2.619 -1.505 0.791 -0.935 1.483
H -1.626 -1.421 -1.536 0.447 -0.369 0.020
O 2.794 -0.457 -2.350 2.327 0.515 0.452
H 2.947 -0.140 -3.235 -0.007 0.118 -0.353
H 1.920 -0.750 -2.319 -2.389 -0.634 -0.088
O 3.151 -0.671 0.745 -1.576 -1.236 0.088
H 2.417 -1.048 0.209 0.607 -0.387 0.821
H 3.433 -0.075 0.079 1.274 1.198 -1.083
O 1.370 1.265 0.123 -3.275 -1.815 -4.083
H 1.516 2.101 0.380 0.970 4.470 1.579
H 1.820 0.675 0.632 2.122 -2.225 2.650

| no. | E (eV) | strongest force on any atom (eV/Å) | molecular weight (g mol⁻¹) |
| --- | --- | --- | --- |
| 1 | -66410.5077 | 0.72 | 474.38 |
| 2 | -12673.5086 | 2.93 | 191.52 |
| 3 | -68303.9528 | 2.42 | 738.61 |
| 4 | -13606.4111 | 5.54 | 132.16 |